# 1
{"formula": "C4H40N3O14", "method": "ωB97M-V with the def2-TZVPD basis set", "symbols": ["C", "C", "C", "C", "N", "N", "N", "H", "H", "H", "H", "H", "H", "H", "H", "H", "H", "H", "H", "H", "H", "O", "H", "H", "O", "H", "H", "O", "H", "H", "O", "H", "H", "O", "H", "H", "O", "H", "H", "O", "H", "H", "O", "H", "H", "O", "H", "H", "O", "H", "H", "O", "H", "H", "O", "H", "H", "O", "H", "H", "O"], "xyz": [[-1.8401, 3.0717, 3.3037], [-2.5083, 1.8385, 2.6439], [-1.6146, 1.0990, 1.6966], [-0.4162, 0.5911, 1.9799], [0.3026, -0.0814, 1.0241], [-2.1822, 1.0197, 0.3137], [-0.7335, 3.6363, 2.5123], [-1.4936, 2.9964, 4.3153], [-2.6657, 3.8336, 3.1544], [-3.4656, 2.2621, 2.2876], [-2.8015, 1.0492, 3.3640], [0.1015, 0.5592, 2.9448], [0.1821, 0.0784, 0.0423], [0.9149, -0.8022, 1.3644], [-1.5735, 1.4797, -0.3695], [-3.0662, 1.4981, 0.1644], [-2.3089, 0.0514, 0.0070], [-1.0211, 3.9501, 1.5977], [-0.1673, 4.3644, 2.9159], [2.1576, 3.6278, 0.1877], [1.8865, 2.8475, 1.5350], [2.5652, 3.1980, 0.9488], [-1.8943, -0.5042, -2.7349], [-1.5947, 1.0123, -2.7333], [-2.0263, 0.3183, -2.2239], [1.3536, 1.0514, -2.0617], [0.7509, -0.2193, -2.7884], [0.5346, 0.6717, -2.4718], [4.8378, -0.0806, -3.0092], [3.4286, -0.5772, -3.5528], [3.9380, -0.3302, -2.7816], [-5.0775, -0.1500, -1.2808], [-3.9086, 0.3157, -2.2196], [-4.3755, 0.5077, -1.3839], [3.1491, -2.4551, 0.8886], [2.3295, -2.7954, -0.4844], [2.3299, -2.7418, 0.4711], [-3.6852, -3.3249, 1.2697], [-2.8862, -3.9455, 2.4924], [-2.9363, -3.2233, 1.8618], [-1.5649, -2.3314, -3.8110], [-2.3800, -2.6628, -2.7140], [-1.5047, -2.2670, -2.8427], [-1.6528, -2.7120, 0.3822], [-0.1492, -2.8717, 0.1997], [-0.8767, -2.2746, -0.0010], [4.6220, -0.9833, -1.1265], [5.5291, 0.0260, -0.1989], [4.8478, -0.6405, -0.2522], [0.0889, -3.9006, 1.9978], [1.4124, -3.7590, 2.7427], [0.5531, -4.1906, 2.7830], [2.8164, 1.5576, 0.0345], [2.6326, 0.2592, -0.7429], [2.4863, 1.2072, -0.8366], [0.3507, -2.3206, -2.1331], [1.4122, -3.4244, -2.5557], [1.2453, -2.4875, -2.4565], [0.7810, 2.6032, -0.7540], [0.7621, 3.2784, -1.9539], [0.5511, 3.5144, -1.0325]], "forces_ev_per_angstrom": [[-0.8922, 2.5499, -1.7051], [0.3460, -0.5387, 1.2310], [-1.5165, 1.1833, 0.0471], [0.2111, -1.1228, -1.3368], [0.6534, 0.7938, 0.9857], [1.3862, -0.1052, 0.4170], [0.6247, -1.0593, -0.5075], [-0.2179, -0.3105, 0.5133], [0.6826, -0.5891, 1.4626], [0.5429, -0.8449, -0.6978], [-0.0357, 0.8181, 0.2344], [-0.9429, 0.3821, -0.0534], [-0.0105, -0.4438, -0.1626], [0.1747, 0.0116, -0.6141], [0.1584, -0.4020, -0.1108], [-0.3948, -0.2209, 0.4422], [0.1178, 0.1699, -0.2841], [-0.0940, 0.0606, -0.0492], [-0.3279, 0.0416, 0.5075], [-0.4161, 0.0961, 0.2159], [-0.3928, 0.3968, -0.1317], [0.8141, -0.2756, 0.3930], [0.3561, 0.2554, 0.5184], [0.3353, -0.1198, -0.0292], [-0.4411, -0.0576, -0.9507], [-0.4249, -0.6621, -0.3762], [0.1867, 0.3747, 0.1697], [0.5037, 0.2498, -0.0676], [-0.1890, 0.0538, -0.5807], [0.3261, -0.0602, -0.4178], [-0.1346, -0.1753, 0.5624], [0.0420, 0.3493, -0.1578], [-0.0721, 0.1919, 0.6583], [-0.7016, -0.4218, 0.0521], [0.2603, 0.0285, -0.8821], [0.7106, 0.3801, -0.2833], [-1.0498, -0.1238, 1.0824], [-0.2460, -0.4724, 0.4098], [-0.3069, -0.2031, -0.1038], [0.4698, 0.6340, -0.4094], [0.9811, 0.1802, -0.1601], [0.0977, -0.0814, 1.0914], [-1.2788, -0.4177, -1.4145], [0.1266, 0.0163, 0.2721], [0.2411, 0.1108, 0.0034], [-0.4181, -0.4704, -0.3329], [0.5495, 0.7257, -0.1383], [0.1605, 0.0286, -0.7018], [-0.7872, -0.8864, 1.2162], [0.0063, 0.0954, -0.1057], [-0.0270, -0.0638, -0.1491], [-0.0383, -0.0684, 0.3137], [-0.4165, 0.2816, -1.0139], [0.2866, -0.1109, -0.2251], [0.4713, 0.0650, 1.2686], [-0.2033, -0.6533, 0.0414], [-0.4359, -0.2505, -0.0805], [0.7331, 0.8246, 0.1905], [-0.1731, 0.3824, 0.9552], [-0.2811, 1.1629, -0.2935], [0.3104, -1.6831, -0.7283]], "lowdin_charge": [-0.242, -0.149, -0.256, -0.116, 0.086, 0.223, -0.013, 0.106, 0.114, 0.114, 0.123, 0.151, 0.061, 0.079, 0.133, 0.134, 0.130, 0.066, 0.074, 0.023, 0.032, -0.052, 0.023, 0.062, -0.099, 0.002, 0.027, -0.080, 0.067, 0.055, -0.043, 0.053, 0.030, -0.073, 0.049, 0.009, -0.042, 0.049, 0.061, -0.038, 0.093, 0.084, -0.052, 0.014, 0.017, -0.051, 0.003, 0.048, -0.056, -0.008, 0.025, -0.043, 0.063, 0.026, -0.102, -0.007, 0.059, -0.047, 0.003, 0.060, -0.062], "multiplicity": 1, "total_charge": 1}



# 2
{"formula": "C6H11N", "method": "ωB97M-V with the def2-TZVPD basis set", "symbols": ["C", "N", "C", "C", "H", "H", "H", "H", "H", "C", "C", "C", "H", "H", "H", "H", "H", "H"], "xyz": [[2.1633, -1.4383, 0.0924], [1.1686, -0.6820, -0.6703], [-0.6164, -0.7320, -0.2190], [-1.2609, -1.7741, 0.0613], [1.1807, -0.9722, -1.6468], [1.9257, -2.5024, 0.1287], [2.2328, -1.0607, 1.1132], [3.1511, -1.3397, -0.3616], [-2.1368, -2.1220, 0.5819], [-0.8491, 1.4675, 1.2207], [-0.7980, 0.8157, -0.1439], [-1.3032, 1.4747, -1.2212], [0.7373, 0.4636, -0.2982], [-0.8261, 2.5577, 1.1378], [-1.7338, 1.1583, 1.7806], [0.0312, 1.1822, 1.8028], [-1.6303, 2.5085, -1.1734], [-1.4360, 0.9953, -2.1849]], "forces_ev_per_angstrom": [[0.0858, 0.3929, 0.0628], [-1.3260, 2.2871, 1.4950], [-1.6597, 0.6549, 1.0111], [1.0912, 0.2134, 0.2866], [-0.0187, 0.9528, 0.0245], [-0.3306, 0.0429, -0.0330], [-0.1580, -0.0382, -0.0646], [0.0212, 0.0317, 0.0067], [-0.0683, 0.1581, -0.4959], [0.7008, 0.0195, 0.0866], [-2.0323, -0.6116, -0.9644], [0.6099, -0.4865, 0.5932], [3.0244, -3.2701, -2.2852], [-0.1717, -0.1201, -0.0548], [0.0628, -0.0677, -0.1247], [-0.1056, -0.0366, 0.1585], [0.1181, -0.0136, 0.1931], [0.1565, -0.1090, 0.1048]], "lowdin_charge": [-0.128, -0.070, -0.317, 0.028, 0.111, 0.075, 0.077, 0.069, -0.003, -0.068, -0.414, 0.070, 0.199, 0.077, 0.088, 0.074, 0.064, 0.069], "multiplicity": 1, "total_charge": 0}



Number 1: DFT total energy -1393.7563 Ha. Number 2: DFT total energy -289.7290 Ha.